1.
{"formula": "C9H5NNdO4S", "method": "the ωB97M-V functional and the def2-TZVPD basis", "s2": 3.756, "fmax_ev_per_a": 7.6, "charge": 3, "multiplicity": 4, "homo_energy_ev": [-20.26, -20.30], "gap_ev": [6.7, 6.9], "lumo_energy_ev": [-13.53, -13.37], "energy_ev": -45174.478, "elements": ["Nd", "S", "O", "O", "O", "O", "N", "C", "C", "C", "C", "C", "C", "C", "C", "C", "H", "H", "H", "H", "H"], "coordinates": [[-1.318, -0.720, -0.347], [0.249, 0.584, -2.154], [-0.203, -3.443, -2.536], [-4.076, 0.930, -2.029], [-4.057, -3.089, -1.184], [-2.319, -2.157, 2.927], [2.337, 0.605, -0.537], [-3.164, 0.421, -1.520], [0.406, 1.630, 0.444], [-1.911, -1.653, 1.971], [2.505, 1.507, 1.670], [3.069, 0.817, 0.619], [1.154, 1.880, 1.603], [-0.540, -2.566, -1.870], [-3.196, -2.336, -1.026], [1.024, 1.028, -0.676], [3.101, 1.656, 2.559], [-0.585, 2.079, 0.305], [0.703, 2.360, 2.461], [2.757, 0.106, -1.323], [4.064, 0.360, 0.644]], "forces_ev_per_angstrom": [[2.0, 1.3, -0.6], [-0.8, -0.3, 0.3], [-1.4, 3.7, 2.7], [4.7, -2.6, 2.5], [3.9, 3.4, 0.6], [1.9, 2.3, -4.4], [-0.3, 0.7, 1.6], [-5.8, 3.5, -3.3], [0.2, -0.1, -0.7], [-2.2, -2.8, 5.7], [-0.6, -0.3, 0.1], [-0.5, -0.4, -1.5], [0.8, -0.2, 0.0], [1.9, -4.5, -3.3], [-4.8, -4.1, -0.6], [1.1, -0.5, 0.7], [-0.1, 0.2, 0.1], [0.3, 0.0, 0.1], [-0.1, 0.1, 0.0], [0.1, 0.2, 0.1], [-0.3, 0.4, -0.1]], "nbo_charge": [1.460, -0.029, -0.247, -0.228, -0.236, -0.227, -0.465, 0.449, -0.389, 0.441, -0.227, 0.157, -0.024, 0.456, 0.464, 0.031, 0.300, 0.271, 0.283, 0.471, 0.288]}

---

2.
{"formula": "C31H57EuN2O2P2", "method": "the ωB97M-V functional and the def2-TZVPD basis", "s2": 15.785, "fmax_ev_per_a": 3.3, "charge": 1, "multiplicity": 8, "homo_energy_ev": [-6.99, -8.18], "gap_ev": [4.5, 5.7], "lumo_energy_ev": [-2.48, -2.50], "energy_ev": -78041.832, "elements": ["Eu", "P", "P", "O", "O", "N", "N", "C", "C", "C", "C", "C", "C", "C", "C", "C", "C", "C", "C", "C", "C", "C", "C", "C", "C", "C", "C", "C", "C", "C", "C", "C", "C", "C", "C", "C", "C", "C", "H", "H", "H", "H", "H", "H", "H", "H", "H", "H", "H", "H", "H", "H", "H", "H", "H", "H", "H", "H", "H", "H", "H", "H", "H", "H", "H", "H", "H", "H", "H", "H", "H", "H", "H", "H", "H", "H", "H", "H", "H", "H", "H", "H", "H", "H", "H", "H", "H", "H", "H", "H", "H", "H", "H", "H", "H"], "coordinates": [[0.381, 0.302, 0.833], [-0.038, -3.095, -0.283], [-0.814, 3.039, 0.447], [1.909, 0.518, 2.692], [-1.860, 0.843, 4.325], [-1.388, 0.349, -1.094], [1.370, -1.620, -0.407], [-1.684, 4.189, 2.865], [-0.472, -1.927, -1.676], [-0.808, -2.225, 2.343], [3.068, -0.988, -2.788], [-3.131, 1.231, -2.492], [0.289, -4.790, -2.643], [0.890, -1.398, -1.627], [2.235, -4.384, -1.110], [0.471, 5.599, 0.340], [-2.196, 3.888, 1.441], [-2.735, -1.126, -2.387], [1.134, -1.761, -4.166], [-1.435, 0.782, 3.258], [-1.715, 2.831, -1.172], [0.682, -4.219, 2.353], [1.911, 3.588, 0.861], [0.733, 4.126, 0.012], [0.402, -5.975, -0.557], [3.313, 0.846, 4.666], [1.162, 0.534, -3.181], [-1.597, -0.870, -1.631], [-1.735, -4.405, 1.589], [-2.683, 5.196, 0.800], [-2.117, 1.404, -1.548], [-3.490, -0.052, -2.884], [-0.457, -3.524, 1.600], [1.903, 0.857, 4.109], [0.722, -4.597, -1.157], [1.556, -0.914, -2.951], [1.118, 4.037, -1.474], [-3.375, 2.904, 1.508], [3.751, -0.156, 4.628], [2.603, -4.480, -0.085], [2.732, -5.147, -1.731], [-3.098, 1.955, 1.982], [-0.800, 4.845, 2.864], [-0.746, -2.526, -2.550], [-4.172, 3.361, 2.111], [2.081, 4.555, -1.601], [0.392, 4.543, -2.122], [-1.403, -2.478, 3.227], [3.289, 1.154, 5.711], [0.208, -3.874, -3.231], [-2.953, 5.089, -0.257], [3.396, -2.026, -2.695], [-1.569, -5.416, 1.180], [0.052, -1.734, -4.335], [3.557, -0.552, -3.663], [2.266, 2.598, 0.509], [1.242, 0.135, 4.600], [0.889, -6.745, -1.182], [-1.953, 6.007, 0.893], [2.524, -3.400, -1.488], [-3.793, 2.699, 0.517], [1.256, 3.006, -1.827], [-2.136, -4.531, 2.617], [1.596, 0.921, -4.119], [-1.443, 3.274, 3.423], [-2.614, 3.468, -1.190], [-1.432, -1.569, 1.711], [0.999, -5.166, 1.903], [2.787, 0.152, 2.488], [0.078, 0.660, -3.247], [1.395, 6.163, 0.133], [0.799, -6.091, 0.450], [1.480, -2.791, -4.025], [1.420, 1.832, 4.187], [1.669, 3.519, 1.935], [-3.597, 2.131, -2.899], [-1.086, 3.204, -1.999], [-0.314, 6.018, -0.306], [0.215, 5.766, 1.395], [0.356, -4.462, 3.385], [2.760, 4.283, 0.756], [1.048, -5.420, -3.134], [1.563, -3.569, 2.429], [-3.589, 5.511, 1.339], [-0.674, -6.185, -0.565], [-4.372, -0.204, -3.519], [0.067, -1.671, 2.715], [-3.013, -2.159, -2.591], [-2.488, 4.714, 3.408], [1.554, 1.147, -2.364], [1.591, -1.419, -5.109], [-2.526, -3.923, 0.989], [3.352, -0.443, -1.885], [3.965, 1.542, 4.129], [-0.677, -5.309, -2.710]], "forces_ev_per_angstrom": [[-0.1, -0.9, -0.7], [-0.1, -0.4, 0.8], [-0.1, -0.1, -0.8], [0.8, -0.1, 0.4], [1.1, -0.2, -3.0], [0.0, 0.8, -0.4], [-0.3, -0.7, 2.4], [-0.2, 0.1, 0.0], [-1.9, 0.9, -1.3], [0.0, -0.1, -0.3], [0.0, 0.0, -0.1], [0.3, 0.5, 0.2], [-0.2, 0.4, 0.0], [-0.4, 0.9, -2.2], [0.5, -0.2, -0.3], [0.5, 0.3, -0.1], [0.7, 0.4, -0.1], [-1.0, 0.5, -0.5], [0.2, 0.0, -0.1], [-1.0, -0.1, 3.1], [-0.1, -0.1, -0.3], [0.1, -0.1, 0.4], [-0.1, 0.1, 0.0], [-0.7, 0.1, 0.3], [0.0, -0.1, 0.3], [-0.2, 0.1, 0.1], [0.1, 0.5, -0.5], [0.5, -0.6, -0.1], [-0.1, 0.0, -0.1], [-0.2, 0.2, 0.3], [0.2, -0.6, 0.0], [0.0, -0.6, 0.7], [0.3, -0.2, 0.1], [-0.1, -0.1, -0.2], [0.2, -0.3, -0.7], [0.3, -0.4, 0.7], [0.1, 0.0, 0.1], [0.1, 0.1, 0.0], [-0.1, 0.1, 0.0], [0.1, 0.1, -0.1], [-0.1, 0.1, 0.2], [-0.1, 0.1, -0.2], [-0.3, -0.3, 0.0], [0.0, 0.2, 0.1], [0.2, -0.1, -0.1], [-0.2, -0.1, 0.0], [0.2, -0.1, 0.2], [0.0, 0.2, -0.1], [0.0, 0.0, 0.0], [0.1, -0.4, 0.2], [0.0, 0.1, 0.2], [0.1, 0.2, 0.0], [0.0, 0.6, 0.2], [0.1, -0.1, 0.1], [0.1, 0.0, 0.1], [-0.2, 0.4, 0.1], [0.2, 0.0, 0.1], [-0.1, 0.3, 0.2], [-0.3, -0.3, 0.0], [-0.1, -0.3, 0.2], [0.0, -0.1, 0.2], [-0.1, 0.3, 0.1], [0.3, 0.1, -0.4], [-0.1, -0.1, 0.2], [0.0, 0.3, -0.2], [0.3, -0.3, 0.0], [-0.1, -0.1, 0.1], [-0.1, 0.4, 0.2], [-0.3, 0.1, 0.1], [0.1, 0.0, 0.1], [-0.3, -0.1, 0.1], [-0.2, -0.2, -0.2], [-0.2, 0.2, -0.1], [0.2, 0.1, 0.0], [0.0, 0.0, -0.4], [-0.1, -0.4, 0.1], [-0.2, -0.2, 0.4], [0.3, -0.2, 0.3], [0.1, 0.0, -0.4], [0.1, 0.1, -0.3], [-0.2, -0.3, 0.0], [-0.3, 0.1, 0.2], [-0.1, -0.1, -0.1], [0.2, 0.0, -0.2], [0.2, 0.0, 0.0], [0.5, 0.0, 0.2], [0.1, -0.1, -0.2], [0.2, 0.2, -0.3], [0.3, -0.2, -0.1], [-0.1, 0.0, 0.0], [0.0, 0.2, 0.4], [0.3, -0.2, 0.2], [0.2, -0.1, -0.1], [-0.1, -0.1, 0.0], [0.2, 0.1, 0.1]], "lowdin_charge": [1.427, 1.143, 1.055, -0.278, 0.098, 0.011, -0.193, -0.089, -0.348, -0.174, -0.059, -0.041, -0.081, -0.523, -0.101, -0.101, -0.702, -0.020, -0.045, -0.008, -0.277, -0.095, -0.125, -0.684, -0.104, -0.063, -0.061, -0.268, -0.106, -0.090, -0.325, -0.030, -0.646, -0.270, -0.616, -0.548, -0.097, -0.088, 0.090, 0.080, 0.092, 0.036, 0.069, 0.071, 0.101, 0.101, 0.085, 0.094, 0.090, 0.026, 0.075, 0.074, 0.064, 0.086, 0.089, 0.057, 0.110, 0.098, 0.063, 0.039, 0.080, 0.051, 0.088, 0.099, 0.038, 0.068, 0.040, 0.052, 0.101, 0.078, 0.096, 0.052, 0.073, 0.110, 0.071, 0.120, 0.081, 0.083, 0.068, 0.093, 0.094, 0.095, 0.079, 0.096, 0.076, 0.120, 0.040, 0.120, 0.100, 0.050, 0.095, 0.074, 0.073, 0.090, 0.089]}

---

The evaluated relative energy (zero: lowest compared OMol25 entry of this formula, charge and spin) for the records listed, in turn: 0.000; 7.141 eV.